1.
{
  "formula": "C47H71BMoN5OP2Te2",
  "method": "wB97M-V/def2-TZVPD",
  "homo_lumo_gap_ev": [6.76, 5.35],
  "e_above_lowest_kcal_mol": 28.3,
  "e_tot_ev": -95081.5487,
  "lumo_ha": [-0.100, -0.143],
  "s2": 2.02,
  "total_charge": 1,
  "multiplicity": 3,
  "symbols": ["Te", "Te", "Mo", "P", "P", "O", "N", "N", "N", "N", "N", "C", "C", "C", "C", "C", "C", "C", "C", "C", "C", "C", "C", "C", "C", "C", "C", "C", "C", "C", "C", "C", "C", "C", "C", "C", "C", "C", "C", "C", "C", "C", "C", "C", "C", "C", "C", "C", "C", "C", "C", "C", "C", "C", "C", "C", "C", "C", "B", "H", "H", "H", "H", "H", "H", "H", "H", "H", "H", "H", "H", "H", "H", "H", "H", "H", "H", "H", "H", "H", "H", "H", "H", "H", "H", "H", "H", "H", "H", "H", "H", "H", "H", "H", "H", "H", "H", "H", "H", "H", "H", "H", "H", "H", "H", "H", "H", "H", "H", "H", "H", "H", "H", "H", "H", "H", "H", "H", "H", "H", "H", "H", "H", "H", "H", "H", "H", "H", "H", "H"],
  "positions_angstrom": [[-0.387, -3.114, -1.249], [0.914, -0.464, -1.954], [-0.957, 1.201, -0.717], [-1.754, 2.874, 1.056], [2.514, -0.846, 0.705], [-3.201, 1.280, -3.939], [-2.070, -0.315, 0.182], [0.620, 3.540, 0.463], [2.263, 1.981, 0.607], [-1.855, 0.378, -2.326], [-0.339, 2.529, -2.297], [-2.031, -7.146, -2.166], [-2.194, 1.296, -3.241], [-2.188, 1.950, 3.699], [3.207, -1.509, 3.513], [4.558, -1.251, -1.131], [3.639, -3.253, -0.043], [-0.207, 4.173, -4.585], [-1.829, -5.777, -2.088], [2.052, 5.559, 0.880], [1.791, 4.206, 0.732], [0.644, 3.426, -2.472], [-4.527, 2.449, 1.176], [-3.759, -1.980, -0.183], [-0.651, 4.212, 0.451], [-1.197, 2.400, -3.329], [-3.501, 3.321, 0.451], [4.357, 4.992, 1.284], [5.286, -1.807, 1.169], [2.074, -1.233, 2.530], [4.104, 3.639, 1.123], [-0.182, 3.367, 3.351], [-2.887, -1.658, 1.997], [-2.830, -0.656, -2.098], [0.283, -0.728, -4.007], [1.261, -5.732, 0.121], [-3.424, 2.853, -1.002], [0.087, -6.170, -0.690], [-1.647, 3.170, 2.947], [-2.073, -0.679, 1.473], [-3.920, 4.790, 0.481], [2.807, 3.241, 0.841], [-2.439, 4.421, 3.333], [-1.185, 3.203, -4.457], [-3.776, -2.321, 1.159], [-0.751, -5.264, -1.347], [0.749, 4.244, -3.580], [3.192, 0.885, 0.825], [-1.183, -8.052, -1.541], [-2.898, -0.992, -0.639], [1.295, -0.016, 3.031], [2.382, 0.876, -2.772], [3.352, 5.941, 1.165], [-1.398, -9.526, -1.671], [-2.810, -4.884, -2.790], [4.094, -1.817, 0.213], [1.118, -2.425, 2.475], [-0.137, -7.534, -0.799], [0.857, 2.112, 0.291], [-0.108, 3.314, 4.437], [3.312, -3.737, 0.871], [5.366, 5.316, 1.489], [5.152, -2.497, 1.995], [1.906, 1.645, -3.371], [0.658, 0.373, 2.233], [-4.750, 4.934, -0.211], [-2.408, 2.229, 4.728], [-3.323, -4.250, -2.068], [-2.819, -1.902, 3.044], [1.529, -6.495, 0.845], [-4.221, 1.400, 1.167], [-1.372, -0.142, 2.091], [1.579, 4.932, -3.638], [0.540, -8.210, -0.299], [-5.491, 2.526, 0.677], [-2.206, 5.264, 2.685], [3.646, 1.013, 1.818], [-0.174, 4.832, -5.437], [4.003, 0.951, 0.089], [5.108, -0.320, -1.018], [1.164, -1.038, -4.574], [-2.896, 3.568, -1.637], [5.221, -1.962, -1.622], [2.803, -1.500, 4.524], [-4.389, -2.488, -0.896], [-2.870, -7.525, -2.735], [3.580, 6.986, 1.301], [4.913, 2.932, 1.225], [-3.810, -0.309, -2.469], [0.206, 4.335, 3.042], [-1.441, 1.161, 3.725], [0.448, 2.588, 2.927], [2.820, -3.256, -0.764], [-0.112, 0.192, -4.430], [-2.177, 4.705, 4.351], [3.029, 0.300, -3.428], [2.970, 1.345, -1.994], [-2.301, -4.242, -3.509], [-2.348, -9.815, -1.227], [2.112, -5.556, -0.533], [-3.552, -5.478, -3.319], [3.702, -1.088, -1.784], [-1.959, 3.048, -5.190], [-1.423, -9.822, -2.718], [-0.481, -1.496, -4.084], [3.656, -2.483, 3.353], [-0.638, 5.099, 1.093], [-3.110, 5.448, 0.173], [-4.261, 5.102, 1.462], [0.699, -2.623, 3.460], [-0.606, -10.083, -1.181], [1.276, 6.301, 0.763], [-4.411, 2.690, -1.434], [-4.449, -3.078, 1.531], [3.981, -0.747, 3.458], [1.034, -4.807, 0.643], [5.480, -0.814, 1.566], [-4.668, 2.762, 2.207], [-0.953, 4.530, -0.559], [1.387, 3.492, -1.691], [4.463, -3.832, -0.457], [0.677, -0.297, 3.883], [1.633, -3.322, 2.146], [6.172, -2.130, 0.622], [-2.879, 1.894, -1.000], [-2.589, -1.571, -2.663], [-3.101, 1.557, 3.259], [-3.510, 4.240, 3.308], [0.302, -2.221, 1.781], [1.967, 0.774, 3.356]]
}



2.
{
  "formula": "C47H74F7N8O3",
  "method": "wB97M-V/def2-TZVPD",
  "homo_lumo_gap_ev": 9.97,
  "e_tot_ev": -87019.7627,
  "lumo_ha": -0.082,
  "total_charge": 1,
  "multiplicity": 1,
  "symbols": ["F", "F", "F", "F", "F", "F", "F", "O", "O", "O", "N", "N", "N", "N", "N", "N", "N", "N", "C", "C", "C", "C", "C", "C", "C", "C", "C", "C", "C", "C", "C", "C", "C", "C", "C", "C", "C", "C", "C", "C", "C", "C", "C", "C", "C", "C", "C", "C", "C", "C", "C", "C", "C", "C", "C", "C", "C", "C", "C", "C", "C", "C", "C", "C", "C", "H", "H", "H", "H", "H", "H", "H", "H", "H", "H", "H", "H", "H", "H", "H", "H", "H", "H", "H", "H", "H", "H", "H", "H", "H", "H", "H", "H", "H", "H", "H", "H", "H", "H", "H", "H", "H", "H", "H", "H", "H", "H", "H", "H", "H", "H", "H", "H", "H", "H", "H", "H", "H", "H", "H", "H", "H", "H", "H", "H", "H", "H", "H", "H", "H", "H", "H", "H", "H", "H", "H", "H", "H", "H"],
  "positions_angstrom": [[-1.502, 4.096, 3.313], [-2.007, 4.568, -2.926], [-1.737, 2.100, 4.080], [-3.471, 3.578, 1.941], [-3.309, 1.441, 2.216], [0.297, 5.161, 0.358], [-0.305, 2.501, 2.530], [4.912, 1.806, 1.708], [4.057, 1.925, 3.745], [-0.662, 6.828, -0.753], [-1.321, -5.436, 0.569], [-1.022, -2.729, -1.968], [-1.355, 2.917, -1.498], [-1.684, 1.272, -0.137], [1.566, -0.895, -5.195], [-7.241, -4.013, 4.064], [2.757, 5.257, -4.973], [5.770, -4.478, 0.490], [3.174, 3.453, 2.173], [2.164, -3.451, -0.817], [-1.692, -0.143, 0.320], [-5.021, -5.796, 0.627], [2.013, -4.791, -1.524], [5.717, -3.597, 1.222], [0.725, 0.646, -2.537], [7.086, -1.963, 2.499], [-5.639, -1.965, 6.756], [3.760, 8.125, -3.283], [-1.294, 1.585, -1.373], [0.857, -2.967, -0.173], [2.417, 7.469, -3.628], [-0.227, -1.417, -7.015], [-7.951, -2.105, 5.694], [-1.068, -3.478, -5.770], [-1.015, 3.629, -2.735], [-2.608, 2.540, 1.901], [-2.908, -1.808, 2.836], [0.359, 4.276, -2.756], [4.490, 1.659, 0.354], [-0.768, 5.769, -0.237], [2.600, 6.229, -4.385], [-2.142, -5.593, -0.216], [2.883, 0.458, -1.195], [-3.323, -3.193, 3.317], [1.414, 0.881, -1.205], [-1.435, -2.141, -6.404], [4.042, 2.325, 2.615], [-0.208, -2.804, -1.161], [-7.553, -3.172, 4.778], [-6.763, -1.206, 6.062], [2.976, 4.497, 2.967], [3.458, 0.557, 0.230], [4.646, 7.234, -2.421], [0.787, -1.127, -6.004], [-1.054, -0.452, 1.665], [-3.221, -5.792, -1.180], [-1.506, 2.814, 2.999], [-1.556, -1.829, 2.138], [5.681, -2.479, 2.166], [-4.536, -5.179, -0.680], [-2.056, 2.446, 0.510], [-1.826, 3.477, -0.317], [-2.018, 4.941, -0.093], [-0.825, 0.666, -2.439], [7.965, -3.026, 3.148], [4.092, 2.587, -0.060], [-2.842, -3.451, 4.259], [-1.108, 2.914, -3.549], [-2.750, 5.346, -0.788], [5.574, 7.745, -2.169], [3.556, 9.060, -2.761], [-0.807, -2.314, 2.762], [-1.280, 0.968, -3.381], [-2.713, -0.524, 0.293], [-7.127, -0.409, 6.711], [-1.658, -2.464, 1.248], [-1.143, -0.670, -0.444], [0.033, -0.497, 1.586], [0.502, -3.692, 0.564], [-5.222, -2.737, 6.108], [4.281, 8.382, -4.206], [0.254, 5.350, -2.634], [5.174, -2.814, 3.073], [2.709, 3.423, 1.196], [-0.529, -0.475, -7.474], [-1.283, 0.280, 2.427], [-4.399, -3.219, 3.505], [-2.914, -5.337, -2.123], [8.941, -2.613, 3.398], [5.079, -1.684, 1.726], [-2.172, -2.296, -7.193], [0.915, 0.310, -0.415], [-5.969, -5.356, 0.933], [-2.837, -1.143, 3.704], [3.399, 4.547, 3.962], [2.949, -0.568, -1.550], [1.000, 3.862, -1.979], [-3.121, -3.965, 2.574], [2.382, 5.341, 2.642], [-5.994, -2.445, 7.669], [7.560, -1.599, 1.586], [1.866, 7.237, -2.714], [5.383, 1.422, -0.223], [-1.163, -0.348, -2.248], [1.306, -4.726, -2.353], [1.015, -2.012, 0.333], [1.014, -0.344, -2.883], [6.983, -1.108, 3.168], [-3.335, -6.864, -1.347], [-8.374, -2.564, 6.589], [-5.169, -6.872, 0.522], [3.884, -0.396, 0.536], [-4.306, -5.632, 1.435], [7.514, -3.401, 4.068], [4.146, 6.970, -1.486], [-8.741, -1.524, 5.216], [4.908, 6.312, -2.941], [-3.674, -1.370, 2.193], [-0.607, -4.144, -6.500], [2.972, -5.114, -1.928], [8.125, -3.872, 2.478], [1.660, -5.559, -0.834], [2.523, -2.700, -1.525], [1.370, 1.930, -0.884], [3.451, 1.114, -1.856], [-6.382, -0.730, 5.155], [0.835, 4.074, -3.711], [-1.901, -1.496, -5.656], [-5.291, -5.316, -1.455], [-2.389, 5.121, 0.914], [1.799, 8.140, -4.226], [-1.956, -3.971, -5.377], [2.919, -3.543, -0.034], [-0.372, -3.346, -4.940], [0.234, -2.029, -7.792], [-4.829, -1.287, 7.029], [2.646, 0.767, 0.935], [1.064, 1.346, -3.302], [-4.401, -4.103, -0.553]]
}



3.
{
  "formula": "C47H75O21P",
  "method": "wB97M-V/def2-TZVPD",
  "homo_lumo_gap_ev": 6.41,
  "e_tot_ev": -102215.6741,
  "lumo_ha": -0.058,
  "total_charge": 0,
  "multiplicity": 1,
  "smiles": "CCP(C)c1cccc2c1C(=O)c1cc(CCCCCCCCCCCOC)ccc1C2=O.COC(=O)OC.COC(=O)OC.COC(=O)OC.COC(=O)OC.COC(=O)OC.COC(=O)OC",
  "symbols": ["P", "O", "O", "O", "O", "O", "O", "O", "O", "O", "O", "O", "O", "O", "O", "O", "O", "O", "O", "O", "O", "O", "C", "C", "C", "C", "C", "C", "C", "C", "C", "C", "C", "C", "C", "C", "C", "C", "C", "C", "C", "C", "C", "C", "C", "C", "C", "C", "C", "C", "C", "C", "C", "C", "C", "C", "C", "C", "C", "C", "C", "C", "C", "C", "C", "C", "C", "C", "C", "H", "H", "H", "H", "H", "H", "H", "H", "H", "H", "H", "H", "H", "H", "H", "H", "H", "H", "H", "H", "H", "H", "H", "H", "H", "H", "H", "H", "H", "H", "H", "H", "H", "H", "H", "H", "H", "H", "H", "H", "H", "H", "H", "H", "H", "H", "H", "H", "H", "H", "H", "H", "H", "H", "H", "H", "H", "H", "H", "H", "H", "H", "H", "H", "H", "H", "H", "H", "H", "H", "H", "H", "H", "H", "H"],
  "positions_angstrom": [[3.147, 0.730, 4.491], [7.925, -3.659, -4.890], [-10.221, 7.684, 2.829], [0.579, -3.382, -7.594], [-2.978, 5.349, 4.733], [-0.296, -5.044, -8.918], [-1.602, 3.952, 3.743], [1.694, 0.036, -12.704], [-11.096, 6.022, 1.505], [3.400, -0.247, 12.808], [-0.074, -1.431, -12.721], [6.624, 1.703, -1.577], [7.055, -1.904, -3.896], [3.461, -0.201, 10.512], [-8.914, 6.269, 1.577], [5.326, 0.112, 11.816], [-0.753, 5.409, 5.304], [4.239, -1.461, 2.032], [1.925, -1.898, -11.689], [1.886, -4.798, -8.846], [7.799, -3.647, -2.597], [-8.513, 1.070, 0.045], [-4.221, -3.063, 1.237], [-7.346, 1.196, 0.935], [7.612, -3.123, -3.684], [-2.911, -2.391, 0.512], [-2.209, -3.383, -0.637], [0.710, -4.313, -8.373], [3.991, 1.783, 3.126], [4.115, -0.419, 1.197], [1.898, -1.808, -2.407], [-5.526, -0.728, 1.634], [-10.090, 6.753, 2.050], [0.197, -4.721, -0.924], [-1.601, -4.644, -8.507], [1.998, -0.496, 12.737], [0.903, 0.951, -13.460], [0.875, -4.379, -2.365], [3.803, 0.261, -3.077], [6.673, -1.218, -2.706], [5.126, 2.153, 0.506], [-5.531, -2.177, 0.801], [6.096, 0.268, 10.625], [2.449, -1.658, -0.872], [5.437, 3.733, 0.848], [4.276, 3.386, 3.510], [2.609, -0.811, -3.546], [-12.401, 6.423, 1.916], [3.604, -0.587, -0.387], [5.007, 4.322, 2.346], [5.464, 1.440, -0.969], [1.859, 0.917, 7.109], [3.040, -4.119, -8.354], [4.301, 0.400, -1.521], [4.425, -0.585, 5.139], [8.524, -4.952, -4.821], [-7.070, -0.196, 1.812], [-3.215, 6.403, 5.665], [1.066, -1.128, -12.403], [2.807, 1.812, 6.075], [-0.288, 3.430, 3.559], [-1.683, 4.950, 4.659], [-7.760, 6.947, 2.070], [-0.628, -3.514, -0.200], [4.409, 1.165, 1.648], [1.396, -3.164, -11.301], [-9.431, 2.192, 0.306], [0.702, -2.847, -2.905], [4.007, -0.120, 11.601], [-6.508, -2.767, 1.122], [2.167, -3.694, -10.735], [4.271, 0.932, -3.925], [-13.126, 5.771, 1.420], [-7.691, 6.852, 3.158], [-0.638, -3.766, 0.967], [5.397, -0.400, 4.508], [0.743, 0.907, 6.724], [-9.623, 2.351, 1.467], [5.914, -1.787, -2.159], [8.732, -5.283, -5.842], [1.051, -5.131, -0.218], [1.905, 1.318, 8.225], [-0.159, -2.446, -0.288], [-12.518, 6.307, 2.999], [-0.340, 2.639, 2.806], [1.482, 0.335, 12.245], [4.027, -1.659, 4.883], [0.372, -5.099, -3.170], [4.004, 3.861, 4.558], [-7.314, 0.073, 2.943], [1.504, 1.846, -13.643], [-2.326, -5.295, -9.003], [-2.955, 6.086, 6.680], [3.819, 2.055, 6.651], [-2.232, -2.732, -1.637], [-9.068, 3.196, -0.179], [1.799, -1.439, 12.217], [-4.869, 0.054, 1.049], [0.629, 0.517, -14.427], [3.025, -3.066, -8.652], [3.923, -4.589, -8.797], [-10.489, 1.887, -0.144], [6.061, -0.645, 10.021], [-4.255, -4.190, 0.925], [1.141, -3.762, -12.181], [5.932, 4.446, 0.032], [2.003, -2.356, -0.016], [-1.802, -3.611, -8.811], [-0.557, -5.636, -1.068], [2.243, -0.209, 7.045], [-5.476, -2.003, -0.374], [5.745, 1.129, 10.049], [2.242, -0.916, -4.668], [-12.602, 7.455, 1.612], [-5.084, -0.926, 2.721], [3.109, -4.214, -7.265], [7.546, -1.027, -2.073], [-2.655, 7.300, 5.383], [-6.411, 1.399, 0.231], [7.839, -5.670, -4.359], [9.471, -4.910, -4.273], [-1.718, -4.760, -7.425], [0.821, -2.897, -4.092], [-2.762, -4.409, -0.743], [0.089, 2.995, 4.490], [6.239, -0.257, -2.994], [-4.066, -2.970, 2.416], [-2.115, -2.205, 1.381], [-7.811, -1.007, 1.406], [-7.457, 2.108, 1.663], [2.034, -4.653, -2.385], [2.233, 2.815, 5.798], [1.617, -0.580, 13.759], [4.581, -0.446, 6.306], [-7.775, 8.001, 1.772], [5.225, 5.469, 2.577], [0.010, 1.245, -12.899], [-4.282, 6.641, 5.641], [0.522, -3.035, -10.653], [-6.877, 6.478, 1.627], [7.135, 0.448, 10.915], [-3.129, -1.303, 0.073], [0.389, 4.209, 3.193], [-0.375, -2.380, -2.733]]
}